Computed, not measured: a structure of composition C44H44AsBrN5O3RbS, with the ωB97M-V functional and the def2-TZVPD basis.

The geometry in XYZ format:
```
100
Properties=species:S:1:pos:R:3:forces:R:3:lowdin_charge:R:1
Rb -0.191970 -0.265423 0.242133 0.0 0.1 0.2 0.6132
C -3.403095 -2.629239 -3.099425 -0.1 0.1 0.0 -0.0287
C -2.898850 -2.236465 -1.735426 0.0 0.2 0.2 -0.3460
N -1.664964 -2.429756 -1.351843 0.0 0.1 -0.1 -0.0277
O -0.900704 -3.119420 -2.333780 0.0 0.0 0.1 -0.0962
C -3.796320 -1.559500 -0.851431 0.2 -0.2 -0.2 -0.2402
C -5.008893 -0.851045 -1.379392 0.0 0.0 -0.1 -0.0533
N -3.442037 -1.264681 0.441671 0.2 0.2 0.3 -0.1956
O -3.739613 -0.051226 0.931081 0.1 -0.3 -0.1 -0.1967
H -2.779717 -3.394390 -3.549601 0.0 0.0 0.0 0.0621
H -3.397885 -1.760364 -3.765567 0.0 0.0 0.0 0.0809
H -4.431532 -2.986962 -3.034815 0.0 0.0 0.0 0.0684
H -0.013815 -3.042716 -1.960229 -0.1 0.0 0.0 0.0632
H -5.718896 -1.549090 -1.839985 0.0 0.0 0.0 0.0628
H -4.777685 -0.088450 -2.134866 0.0 0.0 0.1 0.0579
H -5.493612 -0.337825 -0.551916 0.0 0.0 0.0 0.0670
S 2.387683 0.431285 -2.385989 -0.1 0.1 -0.3 0.4251
C 1.978428 1.325212 -3.831448 0.0 0.0 0.0 -0.7950
C 2.847642 1.421326 -4.937706 0.0 0.0 0.0 -0.1493
C 2.517131 2.151347 -6.068397 0.0 0.0 0.1 -0.1330
C 1.297949 2.819395 -6.155606 0.0 0.0 0.1 -0.1365
C 0.419780 2.742704 -5.081975 0.1 0.0 0.0 -0.1240
C 0.750532 2.020828 -3.940800 0.0 -0.1 0.1 -0.4351
As -0.430758 1.751414 -2.427033 -0.2 0.3 -0.1 1.2352
C -1.979904 2.837844 -3.033823 0.1 0.0 0.0 -0.3857
C -3.131519 2.142963 -3.391168 -0.1 0.1 0.0 -0.1180
C -4.270439 2.812727 -3.831216 0.1 0.0 0.0 -0.0996
C -4.269428 4.197646 -3.912482 0.1 0.0 0.0 -0.1158
C -3.127790 4.907138 -3.548332 0.0 -0.1 0.0 -0.1017
C -1.994813 4.231458 -3.111767 -0.1 0.0 0.0 -0.1155
C 0.254632 3.093083 -1.159461 -0.1 0.0 -0.1 -0.4075
C -0.587229 3.494195 -0.125704 0.1 0.0 0.1 -0.1332
C -0.149514 4.398231 0.836196 0.0 -0.1 0.0 -0.0926
C 1.136121 4.914431 0.763263 0.0 0.0 -0.1 -0.0994
C 1.980144 4.520998 -0.269549 0.0 0.0 0.0 -0.0887
C 1.545932 3.609059 -1.223134 -0.1 0.0 0.0 -0.1074
H 3.797061 0.901867 -4.879122 0.0 0.0 0.0 0.0805
H 3.218830 2.201061 -6.895174 0.0 0.0 0.0 0.0833
H 1.034032 3.387958 -7.039742 0.0 0.0 0.0 0.0786
H -0.533619 3.252385 -5.140422 0.0 0.0 0.0 0.0821
H -3.146345 1.061489 -3.308312 0.0 0.0 0.0 0.0771
H -5.159949 2.250963 -4.091832 0.0 0.0 0.0 0.0937
H -5.155806 4.724817 -4.246098 0.0 0.0 0.0 0.0873
H -3.123039 5.990315 -3.598645 0.0 0.0 0.0 0.0911
H -1.114440 4.792450 -2.819455 0.0 0.0 0.0 0.1056
H -1.589700 3.083706 -0.049097 0.0 0.0 0.0 0.1053
H -0.801220 4.660602 1.660697 0.0 0.0 0.0 0.0916
H 1.488018 5.598733 1.526489 0.0 0.0 0.0 0.0915
H 2.993504 4.901958 -0.320173 0.0 0.0 0.0 0.0935
H 2.217572 3.270873 -2.000992 0.0 0.0 0.0 0.0746
Br 6.886843 -3.458870 2.617237 0.1 0.0 0.0 0.6437
C 5.470878 -2.175659 2.550239 0.0 0.1 0.0 -0.7305
C 4.862597 -1.879549 1.332153 -0.1 0.1 0.0 -0.1427
C 3.810321 -0.985953 1.294849 0.1 -0.1 -0.1 -0.0233
C 3.314087 -0.365551 2.465977 -0.2 0.1 0.0 -0.3234
C 3.999838 -0.644538 3.669706 0.2 -0.1 0.1 -0.0519
C 5.058123 -1.548857 3.710898 -0.2 0.2 0.1 -0.1664
N 2.164917 0.366407 2.370967 0.2 0.0 0.0 0.0416
C 1.877838 1.266362 3.308010 -0.2 0.0 0.0 -0.1537
C 0.598629 1.878350 3.431318 0.1 -0.1 -0.1 -0.2956
C 0.381732 2.915951 4.378565 0.0 0.0 0.0 -0.0678
C -0.865809 3.463659 4.523271 0.0 0.0 0.0 -0.1261
C -1.924717 2.998119 3.723376 0.1 0.0 0.0 -0.1111
C -1.631401 2.004584 2.800965 0.2 -0.1 0.0 -0.1930
N -0.426756 1.454131 2.639082 -0.3 0.1 0.1 0.0340
H 5.208048 -2.348928 0.418997 0.0 0.0 0.0 0.0979
H 3.322026 -0.760025 0.353657 0.0 0.0 0.0 0.0906
H 3.640027 -0.212565 4.595366 0.0 0.0 0.0 0.0919
H 5.539850 -1.783757 4.652552 0.0 0.0 0.0 0.0877
H 2.644944 1.619358 4.003038 0.0 0.0 0.0 0.0957
H 1.216042 3.257729 4.982133 0.0 0.0 0.0 0.0936
H -1.031169 4.251464 5.250873 0.0 0.0 0.0 0.0862
H -2.929090 3.391051 3.805327 0.0 0.0 0.0 0.0827
H -2.417440 1.614004 2.152107 0.0 0.0 0.0 0.0871
C 3.307133 -5.077511 2.002852 0.1 0.0 -0.1 -0.0548
N 2.535723 -4.328575 1.029906 -0.1 -0.1 0.1 -0.1416
C 2.840744 -4.547683 -0.367268 0.1 0.0 0.0 -0.0372
C 1.735442 -3.288853 1.394275 0.2 0.4 -0.1 -0.4977
C 1.592941 -3.014992 2.867249 -0.1 -0.1 0.1 0.0179
O 1.197251 -2.573093 0.560153 -0.1 -0.4 -0.1 -0.1122
H 3.645172 -6.003076 1.535450 0.0 0.0 0.0 0.0854
H 2.705270 -5.343250 2.869391 0.0 0.0 0.0 0.0832
H 4.190491 -4.524905 2.342667 -0.1 -0.1 0.0 0.0449
H 3.915214 -4.435506 -0.541140 0.0 0.0 0.0 0.0864
H 2.312667 -3.814967 -0.969200 0.0 0.0 0.0 0.0816
H 2.537778 -5.552322 -0.674959 0.0 0.0 0.0 0.0858
H 2.574497 -2.918168 3.335881 -0.1 0.0 0.0 0.0754
H 1.037559 -3.820129 3.353344 0.0 0.0 0.0 0.0796
H 1.044437 -2.084927 2.985419 0.0 0.0 0.0 0.0835
C -1.904625 -3.953567 3.297959 0.0 0.0 -0.1 -0.1438
C -2.334034 -4.422606 2.056896 0.0 0.0 -0.1 -0.1057
C -2.824440 -3.559920 1.092956 0.0 -0.1 0.1 -0.0303
C -2.900636 -2.183278 1.352528 -0.2 0.2 -0.3 -0.2155
C -2.475383 -1.708979 2.595837 0.1 -0.1 0.2 -0.0318
C -1.974999 -2.590755 3.548447 -0.1 0.2 -0.1 -0.1055
H -1.520745 -4.637639 4.045672 0.0 0.0 0.0 0.0831
H -2.287294 -5.482395 1.831178 0.0 0.0 0.0 0.0896
H -3.159039 -3.940500 0.139846 0.0 0.0 0.0 0.1001
H -2.561840 -0.651940 2.795303 0.0 0.0 0.0 0.0839
H -1.639534 -2.193286 4.500093 0.0 0.0 0.0 0.0995
```
Forces are in eV/Å.

As for the charge: -2. The frontier orbital gap (spin up / spin down) is 4.08 / 4.40 eV.

Computed, not measured: the molecule C4H6N2, with the ωB97M-V functional and the def2-TZVPD basis.

The geometry in XYZ format:
```
12
Properties=species:S:1:pos:R:3:forces:R:3:lowdin_charge:R:1
N -0.341036 -0.418075 -2.859391 0.5 -0.4 0.9 0.1434
C 0.121079 -0.736210 -1.848244 -0.4 0.2 -1.0 -0.2300
C 0.644791 -0.967898 -0.499071 0.0 0.0 0.0 -0.1379
C 0.383543 0.304394 0.280464 0.1 0.1 -0.2 -0.3673
C -0.986211 0.731286 0.628057 -0.1 0.1 0.0 -0.1324
N -0.066010 0.198055 1.649235 0.0 0.1 0.2 0.0241
H 0.136952 -1.814001 -0.024411 0.0 0.2 -0.1 0.1275
H 1.714671 -1.199700 -0.541473 -0.2 0.0 0.0 0.1193
H 1.064929 1.118052 0.036405 0.0 -0.1 0.0 0.1438
H -1.846503 0.093934 0.424993 0.3 0.0 0.0 0.1086
H -1.207626 1.793176 0.517432 0.2 -0.2 0.4 0.1068
H 0.381419 0.896988 2.236002 -0.3 0.0 -0.1 0.0940
```
Forces are in eV/Å.

As for the charge: 0. The frontier orbital gap is 11.16 eV. The structure (SMILES) is N#CC[C@H]1CN1.

Computed, not measured: a cluster of 2 separate species, C3H8BrClSi in total, with the ωB97M-V functional and the def2-TZVPD basis.

The geometry in XYZ format:
```
14
Properties=species:S:1:pos:R:3:forces:R:3:lowdin_charge:R:1
C -0.479626 1.559900 1.625831 -1.1 0.6 2.3 -0.2095
C 0.045252 -1.006218 -1.007486 -0.7 2.2 1.6 -0.2623
C 0.022090 0.202830 2.088401 -1.0 -0.2 2.3 -0.4139
Si -0.457925 -1.203660 0.879934 2.1 -0.5 0.0 0.3151
Cl -2.283518 -2.006448 1.340700 -0.5 0.3 -0.2 0.2194
Br 1.795837 1.197545 -3.864581 0.0 0.0 0.0 0.0212
H -1.563636 1.829368 1.628746 0.6 -0.8 0.8 0.0954
H 0.075243 2.353209 2.095933 0.0 0.5 0.6 0.0657
H -0.291488 1.710699 0.658128 1.2 0.4 -4.2 -0.0092
H -0.032867 0.103268 -1.300318 0.3 -1.7 0.1 0.0200
H 1.011959 -1.437561 -1.200326 0.6 0.2 0.2 -0.0001
H -0.622276 -1.606339 -1.562540 -1.1 -0.4 -0.8 -0.0151
H -0.472982 0.031432 3.152762 1.0 -0.2 -2.1 0.0976
H 1.127521 0.268666 2.336167 -1.2 -0.3 -0.7 0.0757
```
Forces are in eV/Å.

As for the charge: 0. The frontier orbital gap (spin up / spin down) is 10.56 / 2.82 eV.

Please write out number 2 again, unchanged.
Computed, not measured: the molecule C4H6N2, with the ωB97M-V functional and the def2-TZVPD basis.

The geometry in XYZ format:
```
12
Properties=species:S:1:pos:R:3:forces:R:3:lowdin_charge:R:1
N -0.341036 -0.418075 -2.859391 0.5 -0.4 0.9 0.1434
C 0.121079 -0.736210 -1.848244 -0.4 0.2 -1.0 -0.2300
C 0.644791 -0.967898 -0.499071 0.0 0.0 0.0 -0.1379
C 0.383543 0.304394 0.280464 0.1 0.1 -0.2 -0.3673
C -0.986211 0.731286 0.628057 -0.1 0.1 0.0 -0.1324
N -0.066010 0.198055 1.649235 0.0 0.1 0.2 0.0241
H 0.136952 -1.814001 -0.024411 0.0 0.2 -0.1 0.1275
H 1.714671 -1.199700 -0.541473 -0.2 0.0 0.0 0.1193
H 1.064929 1.118052 0.036405 0.0 -0.1 0.0 0.1438
H -1.846503 0.093934 0.424993 0.3 0.0 0.0 0.1086
H -1.207626 1.793176 0.517432 0.2 -0.2 0.4 0.1068
H 0.381419 0.896988 2.236002 -0.3 0.0 -0.1 0.0940
```
Forces are in eV/Å.

As for the charge: 0. The frontier orbital gap is 11.16 eV. The structure (SMILES) is N#CC[C@H]1CN1.

Question: What is the charge in the second record?
Answer: 0

Question: What is the formula in the second record?
Answer: C4H6N2

Question: Among the records above, which one has the lowest charge?
Answer: C44H44AsBrN5O3RbS